[1]
{
  "formula": "C14H31N8O13",
  "method": "ωB97M-V/def2-TZVPD",
  "symbols": ["C", "C", "C", "C", "C", "N", "C", "N", "C", "O", "C", "H", "H", "H", "H", "H", "H", "H", "H", "H", "H", "H", "H", "H", "C", "N", "O", "O", "H", "H", "H", "C", "N", "O", "O", "H", "H", "H", "C", "N", "O", "O", "H", "H", "H", "C", "N", "O", "O", "H", "H", "H", "C", "N", "O", "O", "H", "H", "H", "C", "N", "O", "O", "H", "H", "H"],
  "xyz": [[5.258, 0.246, 3.220], [5.820, 0.459, 1.905], [4.927, 0.324, 0.568], [4.899, 1.708, -0.290], [4.162, 2.892, 0.521], [3.143, 2.432, 1.526], [2.420, 1.165, 1.170], [1.371, 1.341, 0.082], [0.223, 1.562, 0.731], [-0.848, 2.136, 1.070], [3.385, -0.092, 0.834], [5.653, 0.846, 4.125], [4.393, -0.489, 3.373], [6.941, 0.759, 1.882], [5.406, -0.510, -0.089], [5.990, 2.015, -0.512], [4.315, 1.516, -1.265], [3.753, 3.659, -0.237], [4.992, 3.437, 1.131], [3.542, 2.334, 2.478], [2.411, 3.183, 1.566], [1.819, 0.861, 2.122], [3.256, -0.931, 1.623], [2.989, -0.556, -0.160], [-0.732, 2.121, 4.587], [0.354, 1.180, 4.968], [1.440, 1.312, 4.403], [0.088, 0.343, 5.813], [-0.352, 2.804, 3.829], [-1.557, 1.528, 4.194], [-1.028, 2.665, 5.484], [-0.207, -0.746, -2.183], [0.349, -1.677, -3.199], [0.364, -2.867, -2.921], [0.752, -1.180, -4.242], [-0.524, -1.321, -1.313], [0.582, -0.044, -1.914], [-1.056, -0.233, -2.636], [-3.849, 0.227, -4.804], [-3.865, -0.041, -3.341], [-4.481, -1.023, -2.957], [-3.255, 0.747, -2.626], [-4.425, -0.547, -5.310], [-4.297, 1.208, -4.963], [-2.809, 0.208, -5.130], [-3.736, -0.631, 3.194], [-3.837, -0.345, 4.647], [-3.376, 0.722, 5.037], [-4.369, -1.194, 5.344], [-3.240, 0.208, 2.707], [-3.152, -1.543, 3.081], [-4.747, -0.757, 2.808], [-6.127, -2.591, -7.822], [-4.782, -1.957, -7.850], [-4.337, -1.633, -8.940], [-4.219, -1.807, -6.772], [-6.504, -2.659, -8.842], [-6.014, -3.583, -7.385], [-6.775, -1.961, -7.213], [0.924, -2.124, 2.621], [-0.045, -2.241, 1.498], [-1.173, -1.802, 1.683], [0.359, -2.769, 0.471], [0.432, -1.640, 3.464], [1.241, -3.132, 2.887], [1.763, -1.524, 2.270]],
  "total_charge": 1,
  "spin_multiplicity": 1,
  "homo_lumo_gap_ev": 8.743,
  "relative_energy_kj_mol": 0.0,
  "lumo_energy_ev": -4.0
}


[2]
{
  "formula": "C14H31O4P",
  "method": "ωB97M-V/def2-TZVPD",
  "symbols": ["C", "C", "P", "C", "C", "O", "O", "C", "C", "H", "H", "H", "H", "H", "H", "H", "H", "H", "H", "H", "C", "C", "O", "C", "C", "H", "H", "H", "H", "H", "H", "H", "H", "H", "H", "C", "C", "O", "C", "C", "H", "H", "H", "H", "H", "H", "H", "H", "H", "H"],
  "xyz": [[2.356, 0.413, 0.928], [1.488, 1.222, -0.048], [1.057, 2.975, 0.534], [-0.447, 3.471, -0.201], [-1.662, 3.091, 0.682], [-2.349, 3.999, 1.222], [-1.949, 1.843, 0.775], [2.407, 3.821, -0.445], [3.818, 3.642, 0.157], [3.413, 0.677, 0.818], [2.079, 0.670, 1.954], [2.262, -0.670, 0.788], [1.993, 1.271, -1.023], [0.515, 0.746, -0.178], [-0.592, 2.928, -1.154], [2.417, 3.444, -1.478], [2.125, 4.871, -0.504], [3.747, 3.220, 1.164], [4.357, 4.591, 0.239], [4.435, 2.963, -0.439], [1.160, -3.764, 3.273], [1.144, -4.176, 1.811], [2.227, -3.665, 1.059], [3.521, -4.030, 1.479], [3.795, -5.525, 1.416], [1.195, -2.677, 3.355], [0.254, -4.120, 3.765], [2.016, -4.179, 3.809], [0.259, -3.764, 1.327], [1.086, -5.270, 1.719], [3.727, -3.651, 2.487], [4.190, -3.500, 0.801], [3.168, -6.086, 2.111], [4.837, -5.721, 1.677], [3.610, -5.905, 0.409], [-4.123, -0.537, -2.901], [-4.489, 0.788, -3.553], [-5.595, 1.442, -2.964], [-5.427, 1.750, -1.570], [-4.195, 2.554, -1.234], [-4.981, -1.214, -2.894], [-3.310, -1.007, -3.457], [-3.780, -0.396, -1.876], [-4.782, 0.621, -4.594], [-3.612, 1.443, -3.561], [-5.432, 0.820, -0.988], [-6.338, 2.292, -1.307], [-3.271, 2.013, -1.433], [-4.152, 2.782, -0.168], [-4.172, 3.495, -1.790]],
  "total_charge": -2,
  "spin_multiplicity": 1,
  "homo_lumo_gap_ev": 2.321,
  "lumo_energy_ev": 4.0
}


[3]
{
  "formula": "C14H32AgN5O11S",
  "method": "ωB97M-V/def2-TZVPD",
  "symbols": ["Ag", "N", "O", "O", "O", "C", "C", "O", "S", "O", "O", "O", "H", "H", "H", "H", "C", "C", "O", "N", "C", "H", "H", "H", "H", "H", "H", "H", "C", "C", "O", "N", "C", "H", "H", "H", "H", "H", "H", "H", "C", "C", "O", "N", "C", "H", "H", "H", "H", "H", "H", "H", "C", "C", "O", "N", "C", "H", "H", "H", "H", "H", "H", "H"],
  "xyz": [[-0.177, 2.698, 0.501], [0.814, 0.181, -0.289], [1.313, -0.820, -0.731], [1.522, 1.193, -0.014], [-0.446, 0.284, -0.149], [-3.768, 3.481, -1.396], [-3.362, 1.990, -1.219], [-3.862, 1.573, 0.037], [-4.130, 2.862, 0.921], [-2.882, 3.357, 1.375], [-5.199, 2.618, 1.789], [-4.612, 3.787, -0.277], [-4.287, 3.656, -2.332], [-2.897, 4.133, -1.339], [-2.278, 1.917, -1.250], [-3.742, 1.332, -1.997], [-1.024, -2.122, -3.018], [-2.052, -2.676, -2.056], [-2.669, -3.689, -2.306], [-2.197, -2.002, -0.883], [-3.232, -2.273, 0.091], [-1.303, -2.343, -4.040], [-0.087, -2.633, -2.787], [-0.892, -1.052, -2.846], [-1.541, -1.265, -0.664], [-2.834, -2.743, 0.994], [-4.011, -2.913, -0.314], [-3.696, -1.322, 0.367], [0.526, -4.038, 0.163], [0.613, -5.159, -0.849], [-0.108, -5.191, -1.825], [1.537, -6.127, -0.574], [1.676, -7.306, -1.404], [0.874, -4.325, 1.158], [-0.512, -3.733, 0.267], [1.126, -3.201, -0.201], [2.296, -5.916, 0.049], [1.218, -8.177, -0.923], [2.732, -7.534, -1.539], [1.152, -7.141, -2.341], [4.451, 4.949, -3.163], [4.156, 3.834, -2.183], [3.528, 2.847, -2.506], [4.702, 3.989, -0.948], [4.542, 3.065, 0.137], [5.383, 5.466, -2.939], [3.632, 5.671, -3.144], [4.473, 4.512, -4.156], [5.240, 4.812, -0.750], [4.690, 2.036, -0.200], [3.583, 3.061, 0.662], [5.307, 3.213, 0.901], [1.225, 0.183, 3.491], [0.058, 1.120, 3.602], [-0.325, 1.758, 2.629], [-0.585, 1.184, 4.772], [-1.793, 1.973, 4.943], [1.856, 0.059, 4.373], [1.869, 0.508, 2.672], [0.911, -0.823, 3.200], [-0.193, 0.730, 5.577], [-2.170, 1.845, 5.950], [-2.541, 1.626, 4.228], [-1.598, 3.017, 4.703]],
  "total_charge": 0,
  "spin_multiplicity": 1,
  "homo_lumo_gap_ev": 7.526,
  "relative_energy_kj_mol": 79.4,
  "lumo_energy_ev": -0.8
}


[4]
{
  "formula": "C14H32AlO6",
  "method": "ωB97M-V/def2-TZVPD",
  "symbols": ["C", "C", "C", "Al", "C", "O", "C", "C", "O", "C", "C", "O", "C", "C", "H", "H", "H", "H", "H", "H", "H", "H", "H", "H", "H", "H", "H", "H", "H", "H", "H", "H", "H", "H", "H", "H", "H", "H", "C", "C", "O", "C", "O", "O", "C", "H", "H", "H", "H", "H", "H", "H", "H"],
  "xyz": [[2.800, -1.813, 1.458], [3.262, -0.382, 1.143], [2.134, 0.475, 0.553], [0.832, 1.230, 1.903], [-0.742, 1.980, 0.837], [-1.664, 2.863, 1.554], [-2.380, 2.198, 2.543], [-3.729, 1.595, 2.083], [-3.790, 1.473, 0.673], [-5.018, 0.980, 0.217], [-5.204, -0.520, 0.438], [-5.885, -0.865, 1.632], [-7.267, -0.573, 1.648], [-8.029, -1.760, 2.198], [1.714, -1.840, 1.563], [3.079, -2.512, 0.664], [3.220, -2.201, 2.390], [4.123, -0.439, 0.464], [3.638, 0.082, 2.062], [1.604, -0.115, -0.209], [2.561, 1.335, 0.018], [0.302, 0.038, 2.909], [1.574, 2.409, 2.767], [-1.332, 1.160, 0.397], [-0.418, 2.583, -0.018], [-2.600, 2.926, 3.331], [-1.770, 1.404, 2.989], [-3.874, 0.609, 2.543], [-4.566, 2.232, 2.412], [-5.056, 1.207, -0.851], [-5.846, 1.518, 0.705], [-4.215, -0.974, 0.511], [-5.729, -0.966, -0.419], [-7.447, 0.309, 2.274], [-7.612, -0.329, 0.636], [-7.598, -2.067, 3.152], [-9.080, -1.511, 2.359], [-7.974, -2.608, 1.514], [5.894, -0.825, -5.927], [4.780, -0.458, -4.971], [4.931, -1.114, -3.701], [5.800, -0.541, -2.865], [6.454, 0.446, -3.096], [5.821, -1.243, -1.740], [6.665, -0.707, -0.715], [5.949, -1.907, -6.050], [5.700, -0.376, -6.903], [6.851, -0.457, -5.562], [3.815, -0.808, -5.333], [4.731, 0.618, -4.810], [6.407, 0.329, -0.511], [7.710, -0.771, -1.016], [6.475, -1.318, 0.161]],
  "total_charge": -1,
  "spin_multiplicity": 1,
  "homo_lumo_gap_ev": 6.753,
  "lumo_energy_ev": 2.7
}


[5]
{
  "formula": "C14H32BNO4PS",
  "method": "ωB97M-V/def2-TZVPD",
  "symbols": ["C", "P", "C", "N", "C", "C", "O", "C", "C", "C", "C", "C", "S", "C", "B", "O", "O", "H", "H", "H", "H", "H", "H", "H", "H", "H", "H", "H", "H", "H", "H", "H", "H", "H", "H", "H", "H", "H", "H", "H", "H", "C", "C", "C", "O", "C", "H", "H", "H", "H", "H", "H", "H", "H"],
  "xyz": [[1.293, -3.680, 0.602], [-0.147, -2.667, 0.098], [0.066, -1.855, -1.516], [-0.602, -1.504, 1.417], [-2.076, -1.513, 1.708], [-2.314, -0.777, 3.016], [-1.704, 0.491, 3.106], [-0.330, 0.427, 2.816], [-0.093, -0.066, 1.395], [1.414, 0.017, 1.138], [2.334, -0.662, 2.176], [3.632, -1.092, 1.492], [5.042, -1.245, 2.614], [-0.785, 0.779, 0.329], [-0.951, 2.325, 0.665], [-2.106, 2.780, 1.256], [0.054, 3.187, 0.283], [0.899, -4.648, 0.871], [1.983, -3.816, -0.222], [1.858, -3.314, 1.455], [-0.069, -2.634, -2.256], [1.050, -1.430, -1.689], [-0.686, -1.093, -1.697], [-0.187, -1.897, 2.269], [-2.330, -2.555, 1.862], [-2.647, -1.149, 0.869], [-1.990, -1.382, 3.867], [-3.379, -0.619, 3.132], [0.111, -0.269, 3.541], [0.142, 1.387, 2.997], [1.615, 1.081, 1.188], [1.655, -0.284, 0.123], [1.864, -1.494, 2.694], [2.602, 0.078, 2.920], [3.852, -0.339, 0.744], [3.519, -2.027, 0.958], [5.042, 0.005, 3.101], [-0.159, 0.738, -0.553], [-1.755, 0.410, 0.013], [-1.967, 3.077, 2.172], [0.285, 3.771, 1.028], [-0.573, 1.709, -4.937], [-1.603, 2.669, -4.350], [-2.145, 1.868, -3.177], [-1.062, 1.038, -2.719], [0.000, 1.063, -3.686], [0.187, 2.198, -5.543], [-1.071, 0.958, -5.555], [-1.108, 3.574, -3.992], [-2.381, 2.962, -5.052], [-2.970, 1.219, -3.483], [-2.487, 2.498, -2.355], [0.824, 1.656, -3.275], [0.355, 0.046, -3.858]],
  "total_charge": 1,
  "spin_multiplicity": 1,
  "homo_lumo_gap_ev": 9.328,
  "lumo_energy_ev": -2.4
}


[6]
{
  "formula": "C14H32BrNO4P",
  "method": "ωB97M-V/def2-TZVPD",
  "symbols": ["C", "O", "C", "C", "C", "C", "C", "C", "C", "C", "C", "N", "P", "O", "Br", "H", "H", "H", "H", "H", "H", "H", "H", "H", "H", "H", "H", "H", "H", "H", "H", "H", "H", "H", "H", "H", "H", "C", "O", "C", "C", "O", "C", "H", "H", "H", "H", "H", "H", "H", "H", "H", "H"],
  "xyz": [[1.605, 1.431, 1.019], [2.032, 0.955, -0.254], [0.984, 0.889, -1.219], [0.190, -0.404, -1.158], [-1.090, -0.334, -0.314], [-1.878, -1.624, -0.452], [-3.311, -1.625, 0.120], [-3.538, -0.759, 1.351], [-4.035, 0.655, 1.041], [-5.500, 0.659, 0.571], [-5.784, 1.860, -0.330], [-7.118, 1.975, -0.906], [-7.555, 0.686, -1.745], [-8.783, 0.092, -0.764], [-8.892, 1.546, -3.426], [1.748, 0.652, 1.768], [0.556, 1.699, 1.016], [2.224, 2.274, 1.311], [1.488, 0.928, -2.181], [0.346, 1.769, -1.164], [0.810, -1.232, -0.829], [-0.120, -0.640, -2.174], [-1.646, 0.534, -0.645], [-0.781, -0.193, 0.718], [-1.303, -2.407, 0.039], [-1.927, -1.893, -1.502], [-4.016, -1.398, -0.672], [-3.522, -2.650, 0.411], [-4.318, -1.229, 1.947], [-2.661, -0.732, 1.992], [-3.434, 1.060, 0.233], [-3.942, 1.285, 1.919], [-5.672, -0.278, 0.054], [-6.138, 0.686, 1.449], [-5.645, 2.740, 0.304], [-4.977, 1.918, -1.076], [-8.954, 0.843, -0.161], [7.833, 0.817, 0.536], [7.584, 0.017, -0.605], [7.607, -1.375, -0.335], [6.217, -1.948, -0.156], [5.565, -1.421, 0.984], [4.642, -0.380, 0.676], [7.524, 1.834, 0.299], [7.268, 0.471, 1.403], [8.903, 0.819, 0.777], [8.218, -1.584, 0.549], [8.081, -1.862, -1.194], [6.304, -3.030, -0.009], [5.618, -1.779, -1.056], [3.719, -0.794, 0.270], [5.057, 0.334, -0.036], [4.416, 0.142, 1.605]],
  "total_charge": -1,
  "spin_multiplicity": 1,
  "homo_lumo_gap_ev": 5.763,
  "lumo_energy_ev": 2.1
}